No. 1
{"formula": "C15H29CrNSi2", "method": "wB97M-V/def2-TZVPD", "homo_lumo_gap_ev": [6.3, 6.9], "s_squared": 3.804, "spin_multiplicity": 4, "total_charge": -1, "lumo_ev": [3.00, 2.97], "symbols": ["C", "C", "C", "C", "C", "Cr", "C", "C", "C", "N", "H", "H", "H", "H", "H", "H", "H", "H", "H", "H", "C", "Si", "C", "C", "C", "Si", "C", "C", "C", "H", "H", "H", "H", "H", "H", "H", "H", "H", "H", "H", "H", "H", "H", "H", "H", "H", "H", "H"], "xyz": [[0.1563, -1.6271, -3.3479], [-1.1197, -1.7182, -2.6967], [-0.9350, -2.3980, -1.4469], [0.4714, -2.7133, -1.3166], [1.1479, -2.2148, -2.4803], [0.2317, -0.5581, -1.4174], [-0.8049, 1.1143, -2.2461], [0.4446, 1.4972, -2.8804], [0.8335, 2.3285, -3.8709], [1.6021, 0.6309, -1.9865], [-1.7327, -2.7099, -0.7769], [-2.0805, -1.3964, -3.0982], [0.9339, -3.2834, -0.5172], [2.2067, -2.3500, -2.6994], [0.3382, -1.2488, -4.3529], [-1.6097, 0.8683, -2.9524], [2.4165, 0.5319, -2.6003], [-1.1601, 1.8084, -1.4741], [0.0539, 2.8794, -4.3914], [1.8776, 2.4447, -4.1452], [-2.4368, -0.9555, 1.4311], [-0.6169, -1.2215, 1.8239], [-0.3451, -0.7939, 3.6474], [-0.2494, -3.0659, 1.8039], [0.4728, -0.2211, 0.6285], [0.5810, 1.5844, 1.2064], [1.7236, 1.7422, 2.7019], [1.2864, 2.8305, -0.0133], [-1.1323, 2.2472, 1.6525], [-3.0324, -1.5971, 2.0982], [-2.6827, -1.2242, 0.3957], [-2.7544, 0.0819, 1.5917], [-0.8632, -1.5618, 4.2437], [0.7180, -0.8340, 3.9209], [-0.7422, 0.1838, 3.9479], [-0.7873, -3.6109, 1.0200], [0.8242, -3.2557, 1.6786], [-0.5507, -3.4956, 2.7711], [1.5159, -0.6337, 0.6828], [2.7332, 1.3881, 2.4500], [1.8039, 2.8059, 2.9707], [1.3858, 1.1966, 3.5896], [0.5785, 3.1231, -0.7984], [1.5692, 3.7376, 0.5422], [2.1778, 2.4291, -0.5127], [-1.8367, 2.1416, 0.8162], [-1.5772, 1.7712, 2.5361], [-1.0348, 3.3221, 1.8711]]}

No. 2
{"formula": "C15H29InS", "method": "wB97M-V/def2-TZVPD", "homo_lumo_gap_ev": [5.8, 5.9], "total_charge": 2, "lumo_ev": [-9.55, -9.43], "symbols": ["C", "H", "H", "H", "C", "H", "H", "C", "H", "H", "H", "C", "C", "C", "C", "C", "C", "C", "C", "C", "C", "In", "H", "H", "H", "H", "H", "H", "H", "H", "H", "H", "H", "H", "H", "H", "H", "C", "S", "C", "H", "H", "H", "H", "H", "H"], "xyz": [[1.9264, 2.9771, -0.5978], [2.7648, 3.6643, -0.4265], [2.1919, 2.3092, -1.4271], [1.8671, 2.3622, 0.3324], [0.6378, 3.7495, -0.8949], [-0.1589, 3.0609, -1.2135], [0.2673, 4.2087, 0.0289], [0.7865, 4.8252, -1.9667], [-0.1527, 5.3714, -2.0904], [1.5597, 5.5561, -1.7124], [1.0495, 4.3861, -2.9342], [-0.9400, -2.2047, 0.0131], [-1.5734, -1.3299, -0.9204], [-0.6055, -0.9604, -1.9007], [0.6287, -1.5711, -1.5461], [0.4299, -2.3130, -0.3500], [1.4404, -3.1291, 0.3565], [1.8893, -1.4586, -2.3221], [-0.8614, -0.1810, -3.1370], [-3.0015, -0.9438, -0.9042], [-1.6201, -2.9450, 1.0951], [-0.1531, 0.9118, 0.7111], [2.7482, -1.8123, -1.7359], [1.8322, -2.0770, -3.2346], [2.0853, -0.4204, -2.6380], [2.4546, -2.8669, 0.0401], [1.3768, -2.9907, 1.4422], [1.2985, -4.2002, 0.1507], [-2.5307, -2.4304, 1.4243], [-1.9194, -3.9461, 0.7382], [-0.9656, -3.0873, 1.9655], [-3.1993, -0.0822, -1.5526], [-3.6230, -1.7768, -1.2698], [-3.3497, -0.6939, 0.1073], [-0.0730, 0.5679, -3.3096], [-0.8809, -0.8490, -4.0175], [-1.8281, 0.3351, -3.0905], [-1.5135, 0.1447, 4.5105], [-0.5927, -0.5162, 3.0848], [1.1003, -0.1493, 3.6316], [-2.5547, 0.2677, 4.2027], [-1.0852, 1.1040, 4.8206], [-1.4570, -0.5932, 5.3226], [1.1088, 0.7572, 4.2496], [1.4479, -1.0156, 4.2093], [1.7475, -0.0146, 2.7554]]}

No. 3
{"formula": "C15H29ORu", "method": "wB97M-V/def2-TZVPD", "homo_lumo_gap_ev": [8.7, 7.0], "s_squared": 8.763, "spin_multiplicity": 6, "total_charge": 2, "lumo_ev": [-6.63, -10.14], "symbols": ["C", "H", "H", "H", "C", "H", "H", "C", "H", "H", "H", "C", "C", "C", "C", "C", "C", "C", "C", "C", "C", "Ru", "H", "H", "H", "H", "H", "H", "H", "H", "H", "H", "H", "H", "H", "H", "H", "C", "C", "O", "H", "H", "H", "H", "H", "H"], "xyz": [[1.6522, 2.9327, -0.0507], [1.9758, 3.6196, 0.7590], [2.2976, 3.2076, -0.8959], [2.0480, 1.9355, 0.2958], [0.0987, 2.8625, -0.4779], [-0.0770, 1.8461, -0.9949], [-0.6049, 2.9231, 0.3854], [-0.1509, 4.1181, -1.3712], [-1.1664, 4.4615, -1.6075], [0.3552, 4.9898, -0.9367], [0.3068, 3.9462, -2.3474], [-0.9586, -2.4366, -1.2896], [-1.3714, -1.2165, -2.0024], [-0.1588, -0.5121, -2.4016], [0.9523, -1.1575, -1.8326], [0.4666, -2.2396, -1.0064], [1.3713, -3.0522, -0.1603], [2.3695, -0.8167, -2.1085], [-0.0433, 0.6075, -3.3687], [-2.7297, -0.7016, -2.2552], [-1.8434, -3.0893, -0.2896], [-0.8343, -0.8570, 0.0709], [3.0307, -1.0906, -1.2834], [2.7350, -1.3484, -2.9986], [2.5049, 0.2526, -2.3152], [2.3595, -2.5646, -0.0485], [0.9565, -3.2319, 0.8448], [1.5148, -4.0129, -0.6706], [-2.7106, -2.4392, -0.0728], [-2.1931, -4.0782, -0.5240], [-1.2952, -3.1293, 0.6742], [-2.6460, 0.3241, -2.6210], [-3.3201, -1.2642, -2.9763], [-3.2703, -0.6885, -1.3084], [0.8207, 1.2597, -3.1641], [0.1216, 0.2347, -4.3929], [-0.9312, 1.2490, -3.4226], [-0.0311, -0.0614, 4.1678], [-0.9637, -0.4727, 3.0268], [-0.7960, 0.3415, 1.8682], [1.0114, 0.0291, 3.8582], [-0.0386, -0.7891, 4.9837], [-0.3315, 0.8879, 4.5916], [-0.7756, -1.4816, 2.6550], [-2.0053, -0.4327, 3.3395], [-1.1765, 1.2238, 2.0239]]}

No. 4
{"formula": "C15H29OSTm", "method": "wB97M-V/def2-TZVPD", "homo_lumo_gap_ev": [7.6, 7.7], "s_squared": 2.003, "spin_multiplicity": 3, "total_charge": 2, "lumo_ev": [-6.93, -6.87], "symbols": ["C", "H", "H", "H", "C", "H", "H", "C", "H", "H", "H", "C", "C", "C", "C", "C", "C", "C", "C", "C", "C", "Tm", "H", "H", "H", "H", "H", "H", "H", "H", "H", "H", "H", "H", "H", "H", "H", "C", "S", "C", "O", "H", "H", "H", "H", "H", "H"], "xyz": [[1.5519, 2.0786, -0.7821], [2.4616, 2.6881, -0.8597], [1.6446, 1.3141, -1.6107], [1.6902, 1.5367, 0.3141], [0.2841, 2.9284, -0.8980], [-0.5865, 2.3196, -1.2320], [0.0064, 3.3510, 0.0752], [0.5094, 4.0661, -1.9061], [-0.3691, 4.7137, -1.9938], [1.3653, 4.6760, -1.5903], [0.7393, 3.6627, -2.8993], [-0.7997, -1.8049, -0.3202], [-1.4372, -0.9308, -1.2583], [-0.4725, -0.5903, -2.2626], [0.7785, -1.1960, -1.9026], [0.5767, -1.9442, -0.7001], [1.5341, -2.8970, -0.0847], [1.9884, -1.2623, -2.7619], [-0.7473, 0.1438, -3.5226], [-2.8547, -0.4960, -1.1919], [-1.4852, -2.5487, 0.7644], [0.2157, 0.4730, -0.1008], [2.8664, -1.5722, -2.1846], [1.8608, -1.9938, -3.5769], [2.2168, -0.2959, -3.2289], [2.5562, -2.7182, -0.4352], [1.5344, -2.8096, 1.0096], [1.2761, -3.9401, -0.3318], [-2.3045, -1.9599, 1.1972], [-1.9193, -3.4885, 0.3835], [-0.7980, -2.8091, 1.5795], [-3.0208, 0.4432, -1.7345], [-3.5222, -1.2555, -1.6256], [-3.1787, -0.3351, -0.1534], [0.0671, 0.8332, -3.7889], [-0.8694, -0.5536, -4.3681], [-1.6712, 0.7301, -3.4467], [1.6273, -0.0415, 4.2809], [0.4217, -0.7562, 3.1709], [-1.0679, 0.0766, 3.7338], [0.7546, 0.0579, 1.8690], [1.6188, -0.6439, 5.1968], [1.3600, 1.0017, 4.4851], [2.6107, -0.0959, 3.8008], [-0.7874, 1.0154, 4.2272], [-1.7263, 0.2804, 2.8766], [-1.5651, -0.6040, 4.4364]]}

No. 5
{"formula": "C15H29RuS", "method": "wB97M-V/def2-TZVPD", "homo_lumo_gap_ev": [8.8, 6.7], "s_squared": 8.765, "spin_multiplicity": 6, "total_charge": 2, "lumo_ev": [-5.80, -9.79], "symbols": ["C", "H", "H", "H", "C", "H", "H", "C", "H", "H", "H", "C", "C", "C", "C", "C", "C", "C", "C", "C", "C", "Ru", "H", "H", "H", "H", "H", "H", "H", "H", "H", "H", "H", "H", "H", "H", "H", "C", "S", "C", "H", "H", "H", "H", "H", "H"], "xyz": [[-0.4200, -1.3248, 2.3648], [0.1649, -1.2775, 3.2972], [-1.4336, -0.9763, 2.6113], [0.0770, -0.5650, 1.6102], [-0.4553, -2.7676, 1.8780], [-0.8335, -2.7785, 0.8523], [0.5712, -3.1408, 1.8249], [-1.2820, -3.7261, 2.7423], [-1.3242, -4.7166, 2.2770], [-0.8404, -3.8440, 3.7382], [-2.3096, -3.3682, 2.8680], [0.0268, 1.3114, -1.7374], [-0.7744, 0.1203, -1.8752], [-1.7612, 0.1301, -0.8261], [-1.5481, 1.2953, -0.0235], [-0.4248, 2.0127, -0.5626], [0.1337, 3.2941, -0.0702], [-2.3224, 1.6776, 1.1761], [-2.8014, -0.8974, -0.6052], [-0.6401, -0.8700, -2.9675], [0.9847, 1.8319, -2.7430], [0.5986, -0.0755, 0.0005], [-1.7801, 2.4237, 1.7706], [-3.2947, 2.1148, 0.9028], [-2.5224, 0.8106, 1.8210], [-0.1622, 3.4788, 0.9699], [1.2332, 3.2866, -0.1179], [-0.2169, 4.1456, -0.6749], [1.4835, 1.0159, -3.2799], [0.4754, 2.4560, -3.4975], [1.7557, 2.4571, -2.2746], [-1.1504, -1.8059, -2.7131], [-1.0680, -0.4982, -3.9119], [0.4207, -1.0949, -3.1503], [-2.8637, -1.1845, 0.4552], [-3.7965, -0.5328, -0.9042], [-2.5892, -1.8006, -1.1902], [3.6696, -0.3904, -1.1482], [2.7688, -0.4803, 0.4154], [3.1248, 1.1330, 1.1411], [3.1095, -0.9676, -1.8906], [4.6498, -0.8519, -0.9694], [3.7876, 0.6514, -1.4672], [3.7302, 0.9333, 2.0327], [3.6796, 1.7562, 0.4316], [2.1697, 1.5989, 1.4192]]}

| no. | E_tot (eV) |
| --- | --- |
| 1 | -61692.5760 |
| 2 | -32017.3177 |
| 3 | -20633.6291 |
| 4 | -58422.8699 |
| 5 | -29423.1895 |